(1)
DFT (ωB97M-V/def2-TZVPD) results for 2 unconnected molecules or ions with the total composition N2O3S at a distorted geometry.

```
6
Properties=species:S:1:pos:R:3
O -1.2289 -0.1533 -1.3649
S -1.2705 0.2372 0.0252
O -2.2822 -0.1974 0.9357
O -0.4398 1.2871 0.4994
N 2.6308 -0.0378 0.0106
N 2.5906 -1.1358 -0.1060
```

For the energy, the calculation gives -19957.29728 eV. The calculation puts the LUMO energy at -1.39 eV. Its highest occupied orbital energy is -0.4586 hartree. Its largest force on an atom is 2.31 eV Å⁻¹. The value obtained for the HOMO-LUMO gap is 11.09 eV. Its molar mass is 108.1 g/mol. As for the SMILES: O=S(=O)=O.N#N.



(2)
DFT (ωB97M-V/def2-TZVPD) results for a molecular structure, CH3LiMgO.

```
7
Properties=species:S:1:pos:R:3
O 0.1702 -0.0977 -0.4366
C 1.2648 0.0574 -0.9385
H 2.0897 0.5410 -0.3827
H 1.5074 -0.3973 -1.9161
Li -0.6492 0.1121 1.2662
Mg -3.6074 -0.2483 2.7665
H -2.3196 0.4309 1.7166
```

For the energy, the calculation gives -8775.22976 eV. The calculation puts the LUMO energy (alpha / beta) at -3.95 / -4.54 eV. The total charge is +1. Its highest occupied orbital energy (alpha / beta) is -0.3865 / -0.5527 hartree. Its largest force on an atom is 0.79 eV Å⁻¹. The value obtained for the HOMO-LUMO gap (alpha / beta) is 6.57 / 10.50 eV. Its molar mass is 62.3 g/mol. Its spin multiplicity is 2.



(3)
DFT (ωB97M-V/def2-TZVPD) results for 2 unconnected molecules or ions with the total composition C6H14N4O3 at a distorted geometry.

```
27
Properties=species:S:1:pos:R:3
H 0.8830 1.7520 -2.9684
N 0.6636 1.2810 -2.0894
C 0.5045 0.0517 -2.2231
C 0.3131 -0.8944 -0.9845
C 1.5642 -1.2619 -0.1499
C 1.4075 -2.8071 0.0057
O 0.0242 -3.0641 -0.0890
C -0.3719 -2.2257 -1.1678
H 0.4402 -0.4597 -3.2241
H -0.3352 -0.3349 -0.3507
H 1.4309 -0.8752 0.9066
H 2.5258 -0.9385 -0.6077
H 1.9956 -3.1853 -0.8976
H 1.7791 -3.3174 0.9381
H -1.5497 -2.1415 -0.9734
H -0.2179 -2.6866 -2.1457
N -2.0089 1.5823 0.4315
C -0.8970 1.9417 1.2080
N 0.1961 2.4159 0.5153
N -0.9832 1.8793 2.5300
O -0.0424 2.2295 3.4198
O -2.2423 1.6927 3.1784
H -2.6797 1.0090 0.7946
H -1.7627 1.5965 -0.5107
H 1.1156 2.4279 0.8550
H 0.1411 2.4894 -0.4588
H -1.8938 1.8433 4.0577
```

For the energy, the calculation gives -18546.91696 eV. The calculation puts the LUMO energy at 0.46 eV. Its highest occupied orbital energy is -0.2664 hartree. Its largest force on an atom is 4.07 eV Å⁻¹. The value obtained for the HOMO-LUMO gap is 7.71 eV. Its molar mass is 190.2 g/mol. As for the SMILES: [H]/N=C/[C@@H]1CCOC1.NC(N)=[N+]([O-])O.